1.
Density functional theory data (ωB97M-V/def2-TZVPD) for a 9-piece molecular cluster, C12H43N17O9 overall in a non-equilibrium geometry.

## Properties
HOMO level ... -8.7 eV
Total charge ... 0
SMILES string ... COC[C@H](C)N.NC(N)=O.NC(N)=O.NC(N)=O.NC(N)=O.NC(N)=O.NC(N)=O.NC(N)=O.NC(N)=O
Frontier orbital gap ... 8.890 eV

Geometry as XYZ:
```
81
Properties=species:S:1:pos:R:3:forces:R:3
C -12.472190 5.813472 21.981390 0.7 -0.9 1.1
O -12.577276 4.621639 21.661593 0.3 1.0 -0.4
N -12.323803 6.143847 23.288225 -0.3 0.3 0.3
N -12.385551 6.836163 21.106471 0.1 -0.3 -1.6
H -12.160998 7.098820 23.545326 0.2 -0.1 0.2
H -12.105808 5.406095 23.932744 -0.3 0.0 0.1
H -12.010010 6.540604 20.212968 -0.7 0.2 -0.3
H -12.306350 7.820229 21.275127 0.1 -0.1 0.7
C -18.683547 6.312253 20.614542 0.4 0.1 0.1
O -19.463914 6.288274 19.674641 0.4 -0.3 0.2
N -17.433848 5.753056 20.655016 -0.2 -0.3 -1.0
N -18.974449 6.934557 21.791544 -0.6 0.6 0.8
H -17.065586 5.330432 19.817792 -0.2 0.0 0.2
H -16.770040 5.926802 21.383187 -0.1 -0.1 0.2
H -19.858515 7.390873 21.921820 0.0 -0.1 -0.3
H -18.318536 7.023119 22.542104 0.1 -0.2 0.0
C -15.799559 2.667563 21.441356 -1.7 -0.3 0.2
O -16.210785 3.211161 22.464125 0.7 -0.5 -0.2
N -16.469515 1.613037 20.830332 0.9 0.8 0.0
N -14.712317 3.050559 20.737604 0.6 0.9 0.4
H -16.130087 1.443799 19.901929 -0.4 -0.7 -0.1
H -17.213296 1.113583 21.273110 -0.2 0.2 -0.1
H -14.528616 2.712612 19.806126 0.2 -0.4 0.3
H -14.042904 3.637899 21.232858 -0.2 0.0 -0.5
C -19.044256 8.711122 15.158591 -0.8 -1.0 -1.1
O -19.621964 9.277355 14.228054 0.5 0.3 0.9
N -19.001211 7.345933 15.244658 0.1 0.3 0.2
N -18.385610 9.290641 16.193419 0.0 1.0 -0.5
H -18.217726 6.978511 15.769487 -0.3 -0.6 -0.1
H -19.514987 6.842417 14.546041 0.3 -0.1 -0.1
H -18.176484 8.752180 17.014982 0.1 0.2 0.1
H -18.379796 10.296369 16.159076 0.1 -0.1 0.5
C -11.671577 5.590780 17.644160 -0.2 0.0 0.6
O -12.411236 6.428579 18.176584 0.3 -0.5 -0.2
N -11.520030 4.316051 18.092986 -0.3 1.5 -0.5
N -10.903213 5.912394 16.579248 0.1 1.0 -0.6
H -12.118264 4.053945 18.859254 0.5 -0.6 0.1
H -10.792011 3.827433 17.612659 -0.2 -1.0 0.6
H -10.312090 5.310263 16.039662 -0.1 -0.3 0.2
H -11.073950 6.826172 16.192416 0.1 0.0 0.0
C -14.849997 0.752471 17.486280 2.4 0.6 -2.3
O -14.604187 1.797569 18.100318 -1.1 -0.8 0.5
N -14.165687 -0.401968 17.709461 -0.3 -0.3 0.9
N -15.447000 0.751918 16.247069 -0.3 0.9 1.7
H -13.613208 -0.518663 18.540206 -0.1 0.0 0.0
H -14.255613 -1.154094 17.058557 0.1 -0.3 0.1
H -15.873724 1.648026 16.004384 -0.2 -0.3 -0.6
H -15.580127 -0.106071 15.755140 -0.3 0.0 -0.2
C -18.078657 2.870005 15.327778 -0.4 1.0 0.4
O -16.857032 3.064580 15.317394 -0.4 -0.6 -0.1
N -18.677866 1.658454 15.214918 0.8 -0.2 -0.1
N -18.948417 3.893939 15.505035 0.3 0.8 0.0
H -18.088366 0.913911 14.888956 -0.4 -0.2 0.0
H -19.676316 1.610376 15.229371 -0.1 -0.4 -0.2
H -19.938822 3.792232 15.618339 0.0 -0.3 0.0
H -18.560834 4.774268 15.822526 0.2 -0.1 0.1
C -16.165960 5.696993 17.702155 1.0 -0.4 0.0
O -17.157189 6.102456 17.073669 0.3 -0.2 0.2
N -15.341538 6.519534 18.372402 -1.0 1.4 0.1
N -15.813926 4.394773 17.759372 -1.4 0.2 -0.8
H -15.702425 7.464082 18.337357 0.7 0.2 0.2
H -14.426706 6.318548 18.743246 0.0 -0.2 -0.2
H -15.103664 3.993209 18.332044 0.1 0.0 0.0
H -16.429699 3.846813 17.178849 0.5 -0.6 0.1
C -13.821128 7.547557 14.460175 0.8 0.0 0.3
C -14.786001 8.334623 15.299945 -1.3 1.2 0.3
C -14.171690 8.997180 16.540665 0.1 0.5 0.2
O -15.222431 9.389324 17.446482 -0.6 -0.3 -0.1
C -14.795446 10.138426 18.553177 0.5 0.5 0.1
N -15.386394 9.450591 14.514789 0.4 -0.2 0.2
H -12.951517 8.165955 14.215761 0.0 0.1 0.0
H -14.227550 7.210025 13.508269 -0.3 0.0 0.1
H -13.452410 6.689630 15.027248 -0.1 -0.1 -0.1
H -15.615093 7.731068 15.683168 0.2 -0.5 0.0
H -13.687541 9.927359 16.228386 0.3 0.0 -0.2
H -13.448303 8.378912 17.075955 -0.1 -0.3 -0.1
H -14.161419 9.566330 19.238913 0.2 -0.2 -0.2
H -15.603785 10.527827 19.174195 -0.6 -0.5 -0.4
H -14.269105 11.047066 18.241591 0.3 -0.1 -0.1
H -16.090152 9.864670 15.114833 -0.1 0.1 -0.1
H -15.890681 9.106151 13.705236 0.0 -0.2 0.0
```
Positions in Å, forces in eV/Å.



2.
Density functional theory data (ωB97M-V/def2-TZVPD) for C36H61Br3CaCsF10MgN2O9P as an isolated structure in a non-equilibrium geometry.

## Properties
HOMO level ... -5.7 eV
Total charge ... 0
Frontier orbital gap ... 1.269 eV

Geometry as XYZ:
```
125
Properties=species:S:1:pos:R:3:forces:R:3
C -4.352539 -3.080027 3.623743 0.2 0.2 0.5
C -3.026494 -3.551129 3.140929 1.5 -1.7 0.0
C -2.823044 -4.703609 1.935174 -2.0 0.2 3.5
P -1.987058 -3.984341 0.334037 -2.4 0.3 -0.7
C -1.214959 -3.159287 -1.246658 0.5 -1.1 -2.0
O -1.175915 -1.694733 -1.233286 -2.2 0.0 -2.8
C -2.025080 -1.063385 -2.237383 -1.9 3.0 -3.2
C -3.529830 -1.489000 -2.715853 1.9 2.5 -1.3
C -4.339014 -0.621962 -3.884061 2.2 1.3 0.3
C -5.848334 -1.030032 -4.451440 1.6 -1.2 0.7
C -3.676784 0.741685 -4.581765 3.0 -2.0 3.4
C -2.179960 1.200207 -4.092195 -2.6 -3.6 1.5
C -1.397968 0.311364 -2.957432 -1.4 -0.6 -0.6
C 0.113425 0.823311 -2.456636 -0.9 -0.2 0.6
C -0.031417 1.927311 -1.207732 1.3 0.1 -1.0
C 0.922440 1.425789 -3.756138 -1.8 -0.6 -0.2
C -0.326650 -4.160993 1.234154 2.8 2.1 2.4
C 0.703548 -2.848750 1.061996 5.1 -0.2 -3.8
O 1.760585 -2.845423 0.228911 -7.3 0.4 5.9
F 0.448828 -1.660136 1.908243 0.6 -3.4 -2.4
O -2.288150 -2.363274 0.934112 -0.4 0.8 0.6
N -3.531491 -1.926352 0.532886 0.7 3.7 1.0
O -3.636347 -0.724964 0.734385 0.0 -3.2 -0.4
C -1.936829 -5.662164 -0.568370 0.0 -1.6 -3.4
Br -2.751873 -7.250584 0.362555 0.1 0.7 -0.4
C -0.556514 -6.158373 -1.258333 1.0 -1.7 1.9
C -0.111964 -7.729328 -0.893991 1.8 0.6 -1.3
Br -0.754679 -6.171287 -3.290691 1.1 5.3 4.3
H -5.159585 -3.796150 4.116522 1.8 1.2 -1.7
H -4.556567 -1.907003 3.551627 0.4 -2.6 0.3
H -2.012849 -3.150830 3.595210 -2.5 0.4 -1.8
H -3.943212 -5.041330 1.751282 2.4 0.1 0.4
H -2.162901 -5.489964 2.497516 -1.4 1.1 -1.1
H -3.350850 -3.868886 -0.207713 0.8 -0.4 -0.1
H -1.856904 -3.621714 -2.142234 1.2 1.5 1.6
H -0.115108 -3.480280 -1.471346 -1.8 0.5 0.5
H -4.026841 -2.453340 -2.235311 1.1 2.3 -1.2
H -6.369385 -0.086917 -4.927633 0.9 -1.0 0.1
H -5.679995 -1.790404 -5.355500 -0.3 1.6 1.9
H -6.488775 -1.563157 -3.630362 1.4 0.9 -1.3
H -4.224705 1.399653 -5.383240 0.7 -1.8 1.7
H -1.735838 2.186443 -4.574931 -0.8 -2.3 1.3
H 0.743379 -0.059824 -2.004975 -1.5 1.4 -1.1
H -0.981158 1.736047 -0.541660 2.0 0.4 -1.5
H -0.009083 3.013236 -1.687557 -0.4 -2.3 1.2
H 0.975055 1.854303 -0.569593 -2.3 0.2 -1.1
H 0.596916 2.542665 -3.910495 1.1 -2.0 0.2
H 2.088639 1.288333 -3.653527 -3.2 0.2 -0.3
H 0.566458 0.779305 -4.694892 1.1 1.5 1.9
H -0.464077 -4.149533 2.425120 -0.5 0.0 -3.1
H 0.287494 -5.133274 1.067357 -0.9 1.9 0.0
H -2.678662 -5.537818 -1.509577 1.6 -0.1 2.5
H 0.405978 -5.534383 -1.062021 -2.1 -0.8 -0.5
H 0.952747 -7.848233 -1.423500 -2.1 0.2 1.1
H 0.095080 -7.894759 0.247223 -0.9 0.4 -2.3
H -0.797974 -8.531215 -1.397587 1.0 1.6 1.4
Cs -1.151851 -8.288811 -4.690761 -1.1 -5.3 -3.8
Mg 0.718372 -4.122894 3.979419 0.9 -0.1 1.3
Br -2.427491 -4.227133 5.565558 -0.7 -0.1 -0.5
O 1.350977 4.383444 -0.102164 0.4 0.2 0.6
H 1.201218 4.929858 0.683941 0.0 -0.1 -0.2
H 2.284300 4.131061 -0.037352 -0.5 0.2 0.1
C -2.329943 -10.424803 -10.111495 -0.1 0.1 -0.2
O -2.006103 -9.051584 -9.993878 0.0 0.5 -0.2
H -1.923897 -10.960622 -9.250342 0.0 0.1 -0.1
H -3.416011 -10.543421 -10.132679 0.0 -0.3 0.0
H -1.890814 -10.826407 -11.027960 -0.1 -0.3 0.1
H -2.379199 -8.602274 -10.771306 0.3 -0.2 0.5
C 5.565369 4.717441 -2.783269 1.0 -0.1 0.6
C 4.159295 5.069899 -2.273980 0.7 1.3 0.5
C 3.052875 4.961299 -3.316796 -1.7 1.1 0.0
F 3.240389 5.805193 -4.356073 -0.2 -0.5 0.5
F 1.849068 5.289433 -2.773025 0.7 -0.4 -0.1
F 4.186985 6.306634 -1.707515 -0.2 -0.6 -0.5
F 3.870600 4.202127 -1.251969 0.1 -0.5 -0.5
O 6.392676 5.821567 -3.156739 -1.2 0.4 -1.3
C 6.210720 6.300052 -4.488369 0.9 -1.7 0.6
C 5.702694 7.745652 -4.535651 -0.5 1.0 0.0
F 4.507110 7.874136 -3.904337 0.6 -0.2 -0.1
F 5.509635 8.157048 -5.816978 0.3 -0.5 0.3
F 5.417938 5.438448 -5.169030 0.5 0.6 -0.2
F 7.435531 6.223726 -5.078005 -0.7 0.5 0.3
H 6.094317 4.258160 -1.938789 -0.2 0.3 0.0
H 5.550021 3.935364 -3.551911 -0.2 0.3 -0.1
H 2.971556 3.941854 -3.704798 0.1 -0.1 -0.1
H 6.410846 8.427703 -4.056894 0.1 -0.2 0.0
C 1.909739 7.150227 6.294270 -0.3 0.2 0.3
C 3.035931 6.331746 5.625315 0.2 1.5 1.4
C 3.802820 5.520355 6.702221 0.1 -0.5 -0.1
C 3.035283 4.348128 7.303957 0.2 -0.1 0.5
C 1.995742 3.748147 6.365427 -0.3 0.2 0.1
C 2.250507 4.008742 4.858702 -1.5 -1.4 0.7
N 2.344602 5.464984 4.652523 3.2 0.6 -5.6
O 2.551122 5.816565 3.326732 -1.3 -1.2 4.8
C 1.000974 3.474357 4.107346 0.0 0.2 -0.3
C 3.477023 3.193355 4.389632 0.5 0.3 -0.3
C 4.064957 7.346871 5.049004 -0.4 -0.2 -0.7
H 1.376502 7.763231 5.560425 0.1 -0.2 0.0
H 2.308953 7.828623 7.058338 0.1 -0.2 -0.2
H 1.169866 6.509264 6.782332 0.1 0.0 -0.1
H 4.733006 5.132512 6.268809 -0.2 0.2 -0.1
H 4.125193 6.182479 7.519762 -0.2 0.1 -0.5
H 3.754020 3.575295 7.603954 -0.1 0.2 0.0
H 2.536876 4.665938 8.227283 0.1 -0.1 -0.1
H 1.916001 2.671168 6.563563 0.0 0.2 -0.4
H 1.016583 4.162292 6.638914 0.1 -0.1 -0.3
H 0.105966 4.051241 4.370449 0.2 0.0 0.0
H 0.803676 2.426837 4.367588 0.2 0.3 0.1
H 1.122537 3.518559 3.018521 0.1 0.1 0.2
H 3.319633 2.122434 4.573782 -0.2 0.3 0.1
H 4.400787 3.473321 4.904494 -0.2 0.0 0.0
H 3.654194 3.305636 3.314686 -0.2 0.2 0.2
H 4.478801 7.977578 5.846755 -0.3 -0.4 0.1
H 3.612476 8.026918 4.319218 0.0 -0.3 0.1
H 4.908071 6.835752 4.569316 -0.2 0.0 0.0
Ca 3.989231 1.527735 -3.408139 1.2 -0.5 0.3
C -6.852688 -7.212358 4.071428 -0.7 -0.6 0.2
C -6.376017 -6.815827 2.662879 -1.3 -0.9 1.8
O -5.481330 -5.853085 2.815221 1.6 1.7 -0.7
H -7.323559 -6.371928 4.596826 0.2 0.0 -0.2
H -7.599408 -8.011753 3.998874 -0.1 -0.1 0.1
H -6.029768 -7.589211 4.691932 0.0 0.2 -0.2
H -7.295618 -6.592725 2.099738 -0.1 0.6 -0.3
H -6.056853 -7.758179 2.190786 0.7 0.0 -0.4
F -6.486225 0.761120 -6.217076 0.0 0.5 -0.1
```
Positions in Å, forces in eV/Å.



3.
Density functional theory data (ωB97M-V/def2-TZVPD) for a 2-piece molecular cluster, C6H11N3O overall in a non-equilibrium geometry.

## Properties
HOMO level ... -9.2 eV
Total charge ... 0
SMILES string ... Cc1c[nH]cn1.CC(N)=O
Frontier orbital gap ... 9.968 eV

Geometry as XYZ:
```
21
Properties=species:S:1:pos:R:3:forces:R:3
C 1.187726 1.885995 -1.258240 0.6 1.4 -0.8
C -1.573290 1.333437 1.019102 -0.7 1.8 -2.8
C -0.205241 1.726020 -0.636122 1.9 -0.1 -1.4
C -1.362474 2.110367 -1.202467 -4.9 -1.8 2.4
N -0.344921 1.296361 0.647357 2.7 -0.3 1.0
N -2.323233 1.751955 -0.039412 -1.6 1.0 -0.6
H -1.904086 1.387851 2.024965 -0.4 -0.7 0.7
H -3.377260 1.925490 0.112959 2.5 -0.2 -1.0
H -1.930596 2.164605 -2.165343 1.4 0.4 0.9
H 1.322673 1.710350 -2.404895 -0.6 -0.2 2.2
H 1.969351 1.365881 -0.666719 -0.7 0.0 -0.5
H 1.458879 2.990312 -1.172923 -0.3 -1.2 0.0
C 1.973873 -2.709991 0.657646 -0.7 1.4 -0.1
C 0.416200 -2.791930 0.417111 -1.1 0.6 -2.1
O -0.074982 -3.621691 -0.336809 1.0 -0.6 0.6
N -0.490980 -1.855385 0.900056 0.7 0.6 1.1
H 2.310702 -1.652337 0.761377 -0.6 -0.4 0.4
H 2.609584 -2.997138 -0.246680 -1.3 -0.6 1.5
H -1.487021 -1.908781 0.728027 0.5 -0.9 -0.5
H -0.298527 -0.919970 1.210741 1.0 0.0 0.2
H 2.123622 -3.191405 1.650271 0.5 0.0 -1.0
```
Positions in Å, forces in eV/Å.